14
Properties=species:S:1:pos:R:3:forces:R:3:lowdin_charge:R:1 method="wB97M-V/def2-TZVPD" total_charge=0 homo_lumo_gap_ha=0.319 spin_multiplicity=1 lumo_energy_ev=-0.237 homo_energy_ev=-8.91
Cl -0.94502 3.43483 0.04000 -0.258 0.893 0.169 0.6944
Cl -2.42705 1.12290 -0.84676 -0.330 -0.043 -0.052 0.6628
N 0.17526 1.44514 -1.09807 -0.350 0.437 1.615 -0.0237
N -0.47177 -1.54793 3.45348 0.091 -0.138 0.586 0.1568
C -0.91371 1.94129 -0.74352 1.164 -1.580 -0.339 -1.2445
C 0.28861 -1.25863 0.30699 -0.243 -1.067 0.774 -0.1216
C 0.86141 -0.96524 -0.93814 -0.286 0.105 -4.359 -0.1050
C 0.28823 -0.43635 1.34746 1.382 1.707 -1.161 -0.1280
C 0.62966 0.22909 -1.53930 0.481 0.651 -2.833 -0.1675
C -0.06957 -0.99533 2.53107 -1.666 -0.903 2.522 -0.2826
H -0.20475 -2.22455 0.45947 0.490 0.124 -0.120 0.1360
H 0.88259 0.46534 -2.63438 0.090 -1.234 1.498 0.1454
H 0.73058 0.56594 1.38823 -0.063 -0.453 -0.363 0.1300
H 1.17554 -1.77651 -1.72654 -0.501 1.500 2.063 0.1475

6
Properties=species:S:1:pos:R:3:forces:R:3:lowdin_charge:R:1 method="wB97M-V/def2-TZVPD" total_charge=0 homo_lumo_gap_ha="0.280 / 0.280" spin_multiplicity=1 lumo_energy_ev="-1.022 / -1.022" homo_energy_ev="-8.64 / -8.64"
Cl -1.08960 -1.70967 0.40539 -0.201 0.935 -0.010 0.4326
O 0.42450 1.10172 2.16020 -1.255 -2.424 -4.661 0.2184
C 0.39672 0.23591 -1.27702 -1.795 0.603 3.008 0.0683
C -0.45098 0.00059 -0.08552 4.596 -0.666 -2.116 -0.6603
C 0.11375 0.58001 1.14447 -0.101 1.406 1.134 -0.1069
H 0.60560 -0.20855 -2.34751 -1.244 0.146 2.646 0.0479

75
Properties=species:S:1:pos:R:3:forces:R:3:lowdin_charge:R:1 method="wB97M-V/def2-TZVPD" total_charge=+1 homo_lumo_gap_ha=0.249 spin_multiplicity=1 lumo_energy_ev=-4.214 homo_energy_ev=-10.99
P -1.43506 -2.22319 1.14382 -0.156 1.525 -0.175 1.0668
O 5.40141 -4.01738 1.18006 -0.850 -0.129 0.039 -0.0230
O -0.87811 0.60700 -2.23741 0.010 -0.030 0.070 0.0133
O -2.73346 6.06099 -3.62162 0.045 -0.097 0.095 0.0258
N 0.90206 1.95500 -2.31186 -0.098 0.205 -0.058 0.0132
N -3.64576 5.86102 -1.57833 -0.182 0.102 -0.100 0.0035
N 1.51028 -5.06961 1.64236 0.015 0.019 -0.092 0.1642
N 5.62137 -0.50814 1.62215 -0.151 -0.462 0.005 0.0191
N 2.49191 -4.46268 1.01203 0.237 0.198 -0.161 0.1097
C 5.01053 -2.74600 0.65650 0.245 0.298 0.230 -0.3476
C -3.72147 -1.84289 2.55367 -0.030 -0.325 -0.212 -0.1604
C 1.30007 -2.48867 0.55899 -0.008 0.102 -0.009 -0.1039
C 0.19794 -3.09916 1.15565 0.235 -0.701 0.014 -0.1830
C -3.65829 6.30778 -2.86439 0.055 0.021 -0.097 -0.5514
C -2.46440 -3.04574 -0.16629 0.625 0.025 -0.504 -0.3660
C 2.49847 -3.25492 0.47205 -0.475 0.713 -0.029 -0.1082
C 1.24323 -1.09003 -0.01899 -0.173 0.472 0.436 -0.1376
C -0.41072 1.69842 -2.54390 -0.050 -0.122 0.031 -0.5295
C 3.76436 -2.83640 -0.23421 0.040 -1.120 0.018 -0.0490
C 0.37751 -4.40749 1.69840 -0.435 0.263 0.047 -0.2672
C -2.27915 -2.33567 2.78055 -0.728 -0.395 -0.390 -0.3920
C -1.23468 2.78989 -3.17375 -0.009 -0.128 0.049 0.0021
C 4.86121 -1.74905 1.82445 0.570 0.223 -0.506 -0.2019
C 0.75692 0.03271 0.96258 0.393 -0.504 0.010 -0.1929
C 1.73533 1.22632 1.10786 -0.389 -0.025 0.078 -0.2005
C -4.85594 7.11501 -3.30394 0.017 -0.010 -0.009 -0.0093
C -2.53486 -2.11576 -1.40386 0.168 0.193 0.612 -0.1548
C -4.65235 6.06019 -0.55048 0.354 -0.190 0.014 -0.0750
C 2.41029 1.16870 2.39397 0.316 0.006 -0.452 -0.1571
C 2.97435 1.06202 3.44053 -0.180 -0.579 0.465 0.1149
C -0.75239 -5.13088 2.35076 0.579 -0.841 0.008 -0.0253
C 1.65045 3.17115 -2.58755 0.118 -0.334 0.159 -0.0601
H -2.82300 5.33196 -1.34117 0.015 0.009 0.029 0.1243
H -2.25548 2.44312 -3.29728 0.018 -0.075 0.030 0.0892
H 2.23307 -0.78355 -0.33296 0.143 -0.137 -0.221 0.0820
H -3.49902 -2.18322 -1.89748 0.000 -0.204 -0.192 0.0727
H 2.47376 2.95095 -3.26814 0.000 0.123 -0.036 0.0859
H -3.47198 -3.21668 0.19403 0.013 -0.257 0.301 0.0657
H 1.38441 1.17803 -1.89111 0.081 0.017 -0.035 0.1110
H -4.33546 -2.62871 2.11935 -0.017 -0.081 -0.061 0.0630
H -1.81498 -1.62904 3.46135 0.447 -0.148 0.057 0.0780
H 1.18646 2.16612 1.08726 -0.108 0.062 -0.282 0.1166
H -1.60213 -5.20988 1.67765 -0.217 0.287 0.117 0.0904
H -1.00985 -4.68814 3.30483 -0.186 0.145 -0.031 0.0790
H -0.23136 0.36149 0.67739 -0.100 0.083 -0.143 0.0796
H 5.26508 -4.68398 0.49737 0.601 -0.025 -0.127 0.0885
H -4.94947 8.01890 -2.70108 -0.097 -0.021 0.015 0.0863
H 1.01506 3.92415 -3.03979 -0.048 -0.015 -0.005 0.0790
H 0.59653 -1.09601 -0.89768 -0.028 0.036 -0.109 0.1088
H -3.76784 -0.99650 1.86977 0.000 0.213 0.135 0.0699
H -1.99354 -3.97971 -0.47080 -0.319 -0.314 0.168 0.0685
H 0.67890 -0.42340 1.94479 -0.243 0.074 0.176 0.0892
H -2.35520 -3.32684 3.21290 0.185 0.081 0.259 0.0477
H 5.83301 -2.38674 0.03592 -0.037 0.055 -0.207 0.1437
H -5.48372 6.64332 -0.92912 0.004 0.011 -0.037 0.0715
H -0.83345 3.05122 -4.15258 -0.016 0.151 0.030 0.0959
H -4.18601 -1.59405 3.50199 0.019 0.226 0.087 0.0762
H -5.02859 5.09433 -0.20929 -0.105 0.060 0.049 0.0825
H 2.06189 3.56987 -1.65848 0.007 0.112 -0.055 0.0814
H -2.39759 -1.08482 -1.09011 -0.104 0.163 -0.098 0.0326
H 3.61241 -1.94216 -0.81853 0.035 0.220 0.066 0.1177
H 5.57133 -0.24528 0.64415 -0.007 0.273 0.053 0.0660
H -0.41745 -6.14409 2.56037 0.004 -0.078 0.009 0.0913
H -1.24043 3.67821 -2.54259 0.040 0.106 -0.146 0.0708
H -4.72451 7.39912 -4.34281 0.080 -0.041 -0.005 0.0839
H 3.96881 -3.62972 -0.96410 -0.029 0.092 -0.183 0.1413
H -1.72720 -2.31465 -2.10230 -0.037 -0.102 -0.169 0.0676
H 3.81302 -1.48483 1.95894 -0.127 -0.026 0.253 0.0953
H 2.45731 1.24462 0.29086 0.103 0.122 -0.028 0.0995
H 5.24974 -2.24192 2.71070 -0.222 0.004 0.199 0.1266
H -4.21407 6.58583 0.29926 -0.120 0.033 0.040 0.0839
H 3.33131 0.74264 4.38714 0.298 0.347 0.151 0.0332
H 6.59935 -0.68942 1.81541 0.044 0.103 0.001 0.0776
H 3.34852 -4.99820 0.94923 -0.035 -0.139 0.305 0.1637
H -5.76871 6.52513 -3.21300 -0.045 0.078 0.049 0.0855

49
Properties=species:S:1:pos:R:3:forces:R:3:lowdin_charge:R:1 method="wB97M-V/def2-TZVPD" total_charge=-1 homo_lumo_gap_ha="0.201 / 0.298" spin_multiplicity=5 lumo_energy_ev="2.650 / 2.634" homo_energy_ev="-2.81 / -5.49"
Br -3.24750 2.30925 0.01767 -0.261 0.172 0.203 0.8024
Cr -0.22570 0.44655 -0.63593 -0.065 -0.305 0.683 0.7243
P 2.77690 1.41395 0.64977 0.789 -0.289 -0.351 0.3316
P 0.26340 1.11205 2.07287 -0.263 -0.023 1.180 0.3032
O 2.49580 -2.30805 -1.24233 0.022 0.001 -0.070 0.0487
O 3.20720 2.78605 0.96037 0.182 0.202 0.389 -0.2905
O 4.14230 0.46075 0.53367 -0.772 0.050 0.116 -0.1697
O 1.91540 1.13045 -0.54223 -0.050 -0.207 0.163 -0.3100
O 0.18390 2.47615 1.51067 0.245 0.303 0.188 -0.2948
O 0.66960 -1.39895 -0.40383 -0.840 0.329 0.612 -0.1526
O -0.05740 1.14245 3.67377 0.060 -0.333 -0.303 -0.1472
O 1.14840 1.22475 -4.34433 0.013 0.137 -0.260 -0.0004
O -0.62990 0.06355 1.47347 0.259 -0.169 -0.639 -0.3158
N 0.32360 0.19115 -2.47153 -0.130 -0.503 -0.605 -0.0978
N 2.09640 -0.96345 1.68387 -0.400 -0.374 -0.664 0.1507
N -2.25690 -0.11705 -0.87203 -1.261 -0.417 0.380 -0.0537
N -0.36200 2.45835 -1.36953 0.120 0.619 0.267 -0.0659
C 2.02050 0.46545 2.05637 -0.325 0.986 -0.324 -0.5195
C -3.20760 -3.76115 -0.40713 -0.008 0.076 -0.044 -0.0560
C -0.29920 2.44205 -2.82803 0.259 0.000 -0.563 -0.1432
C -2.36870 -1.48125 -1.00583 0.257 0.745 -0.098 -0.0890
C 0.49430 1.20975 -3.30293 -0.352 0.308 0.030 -0.5547
C 2.77960 0.74655 3.32887 0.114 0.078 0.164 -0.0956
C -3.12920 0.40945 0.01867 0.596 0.296 -0.891 -0.7363
C -3.17760 -2.27155 -0.23403 -0.576 -0.136 0.488 -0.2696
C -4.02740 -1.66865 0.71847 0.614 0.593 -0.529 -0.0321
C -4.00930 -0.27435 0.80387 -0.282 -0.836 0.365 -0.1325
C 1.49100 -1.62885 -1.37833 0.723 -0.510 -0.846 -0.6024
C 1.07030 -1.01905 -2.71473 0.334 0.020 -0.077 -0.1121
H 2.34770 0.23425 4.18857 -0.046 -0.052 0.030 0.0746
H -4.18460 -4.08455 -0.76993 0.001 -0.088 -0.024 0.0767
H 1.38670 -1.20545 0.82037 0.302 -0.099 0.322 0.0880
H 0.55790 2.71235 -1.00133 -0.140 0.020 0.043 0.0797
H -1.31550 2.35475 -3.22663 0.068 0.018 0.027 0.1196
H 0.44640 -1.76155 -3.23793 0.179 -0.035 0.000 0.1256
H 2.74790 1.81735 3.51067 0.051 0.085 0.105 0.0855
H -2.44450 -4.08695 -1.10863 0.041 -0.083 -0.059 0.0744
H -0.14290 2.06315 3.91337 -0.072 0.453 0.224 0.0621
H -3.02740 -4.24635 0.55177 0.025 -0.096 0.006 0.0782
H -1.01420 3.17255 -1.04963 0.168 -0.410 0.095 0.0311
H -4.67670 0.25715 1.46587 0.005 0.046 -0.004 0.0940
H -1.75650 -1.89305 -1.79793 0.094 -0.137 0.085 0.1153
H -4.69530 -2.25045 1.33337 -0.030 -0.130 0.074 0.1029
H 3.82470 0.46105 3.20947 0.086 -0.026 0.027 0.0806
H 1.88930 -1.57945 2.47197 0.116 0.122 -0.203 0.1596
H 0.15750 3.35365 -3.23563 -0.061 -0.227 -0.010 0.1184
H 1.95480 -0.81815 -3.33023 -0.150 -0.153 0.124 0.1273
H 4.83670 1.05365 0.25407 0.478 0.163 -0.092 0.0580
H 3.02770 -1.15045 1.28877 -0.119 -0.187 0.267 0.1290